# 1
{
  "formula": "C19H25N3O5S",
  "method": "the ωB97M-V functional and the def2-TZVPD basis",
  "homo_energy_ev": -9.00,
  "max_force_ev_per_a": 1.08,
  "orbital_gap_ev": 8.663,
  "e_tot_ha": -1677.7034,
  "elements": ["C", "C", "C", "C", "C", "N", "C", "O", "C", "C", "N", "C", "C", "C", "C", "S", "O", "O", "N", "C", "C", "O", "C", "C", "C", "C", "C", "O", "H", "H", "H", "H", "H", "H", "H", "H", "H", "H", "H", "H", "H", "H", "H", "H", "H", "H", "H", "H", "H", "H", "H", "H", "H"],
  "coordinates": [[4.31476, 0.14681, 4.34653], [2.83786, 0.50957, 4.48111], [2.65358, 1.59734, 5.53801], [1.98224, -0.70811, 4.84930], [2.02264, -1.83235, 3.81117], [1.59333, -1.37904, 2.51190], [2.42402, -1.28164, 1.46692], [3.59200, -1.64247, 1.47755], [1.81830, -0.69916, 0.22240], [2.62901, -0.66378, -0.86880], [2.24908, -0.17101, -2.06415], [1.00126, 0.35852, -2.25036], [0.62109, 0.88081, -3.49373], [-0.63880, 1.40759, -3.65980], [-1.52661, 1.42760, -2.58941], [-3.17984, 2.09115, -2.84230], [-3.63182, 2.64829, -1.60572], [-3.13877, 2.90568, -4.02024], [-4.17205, 0.80967, -3.18578], [-4.56756, -0.08149, -2.12010], [-3.71272, -1.35415, -2.11592], [-3.70421, -1.96783, -3.38842], [-3.20621, -1.09906, -4.38132], [-4.05756, 0.17181, -4.47514], [-1.16640, 0.93523, -1.36026], [0.10192, 0.37867, -1.17004], [0.46165, -0.18249, 0.14600], [-0.35103, -0.19827, 1.06676], [4.67064, -0.34311, 5.25077], [4.47864, -0.51446, 3.50017], [4.90718, 1.04562, 4.18894], [2.48756, 0.90053, 3.51899], [1.60569, 1.87505, 5.62881], [3.00120, 1.24559, 6.50736], [3.22083, 2.48678, 5.27357], [2.32149, -1.11299, 5.80498], [0.94552, -0.38385, 4.97130], [1.36682, -2.64744, 4.13674], [3.03574, -2.22144, 3.69779], [0.65490, -1.00160, 2.41034], [3.63419, -1.05397, -0.78291], [2.89475, -0.17547, -2.84169], [1.32491, 0.86792, -4.31303], [-0.95739, 1.82772, -4.60048], [-4.47327, 0.46731, -1.18427], [-5.61811, -0.35145, -2.27666], [-4.12847, -2.09336, -1.42983], [-2.68147, -1.11843, -1.81232], [-3.24355, -1.65935, -5.31698], [-2.16014, -0.83564, -4.15548], [-3.62436, 0.89849, -5.16110], [-5.06458, -0.09288, -4.81648], [-1.84789, 0.98253, -0.52472]]
}

***

# 2
{
  "formula": "C19H18N2O2PPdS",
  "method": "the ωB97M-V functional and the def2-TZVPD basis",
  "homo_energy_ev": -3.81,
  "max_force_ev_per_a": 0.23,
  "charge": -1,
  "orbital_gap_ev": 6.497,
  "e_tot_ha": -1862.3178,
  "elements": ["Pd", "O", "C", "O", "C", "C", "C", "C", "C", "C", "P", "C", "C", "C", "C", "C", "C", "C", "C", "C", "C", "C", "C", "H", "H", "H", "H", "H", "H", "H", "H", "H", "H", "H", "H", "H", "H", "S", "N", "N", "H", "H", "H", "H"],
  "coordinates": [[-0.18913, -1.18192, 0.00568], [0.93732, -4.19526, 2.81228], [0.89149, -3.48429, 1.81030], [0.19585, -2.42351, 1.68982], [1.75180, -3.94929, 0.62151], [2.02684, -5.31031, 0.55440], [2.80237, -5.83996, -0.46478], [3.34499, -4.99938, -1.42454], [3.10418, -3.63544, -1.35714], [2.30387, -3.10118, -0.34768], [1.94034, -1.31676, -0.30198], [2.87049, -0.68762, 1.13399], [3.74825, -1.47516, 1.86896], [4.44170, -0.93008, 2.94246], [4.26511, 0.40281, 3.27897], [3.38337, 1.18968, 2.54681], [2.67969, 0.64974, 1.48257], [2.86255, -0.62340, -1.71040], [4.22689, -0.35461, -1.59783], [4.93921, 0.10778, -2.69334], [4.29520, 0.30161, -3.90900], [2.93816, 0.03887, -4.02215], [2.21830, -0.41935, -2.92611], [1.61772, -5.93823, 1.33405], [2.98706, -6.90666, -0.50582], [3.95705, -5.39780, -2.22440], [3.53702, -2.98500, -2.10504], [3.88642, -2.51949, 1.61787], [5.11238, -1.55503, 3.51881], [4.80366, 0.82656, 4.11796], [3.22961, 2.22839, 2.81269], [1.97431, 1.26605, 0.93101], [4.73259, -0.50158, -0.65129], [5.99692, 0.31944, -2.59535], [4.85102, 0.66700, -4.76423], [2.42834, 0.20236, -4.96342], [1.14678, -0.58562, -2.98616], [-0.92327, 0.07476, -1.61547], [1.25619, 4.01757, -0.58674], [0.64578, 2.77032, -0.24153], [0.89204, 4.37148, -1.46679], [2.24210, 3.83865, -0.72803], [0.36108, 2.20651, -1.04147], [-0.19250, 2.95186, 0.29353]]
}

***

# 3
{
  "formula": "C33H21FeI2N7OS2",
  "method": "the ωB97M-V functional and the def2-TZVPD basis",
  "homo_energy_ev": [-5.22, -5.21],
  "multiplicity": 6,
  "s2": 8.79,
  "max_force_ev_per_a": 2.13,
  "charge": -1,
  "orbital_gap_ev": [6.753, 5.105],
  "e_tot_ha": -4384.2414,
  "elements": ["Fe", "I", "C", "C", "C", "I", "C", "O", "C", "C", "N", "C", "C", "C", "C", "C", "C", "N", "C", "H", "H", "H", "H", "H", "H", "H", "H", "H", "H", "H", "S", "C", "C", "N", "C", "S", "C", "N", "N", "C", "C", "C", "C", "C", "C", "C", "C", "C", "C", "C", "C", "N", "C", "C", "C", "C", "N", "H", "H", "H", "H", "H", "H", "H", "H", "H", "H"],
  "coordinates": [[-0.96848, 0.23928, -0.19499], [1.34318, 3.05828, -7.32655], [0.98342, 2.29746, -5.37830], [1.88495, 2.59361, -4.37055], [1.63023, 2.08085, -3.12471], [2.90288, 2.45061, -1.48876], [0.53114, 1.24550, -2.81822], [0.42599, 0.74563, -1.65450], [-0.38081, 1.00180, -3.88517], [-1.58686, 0.14076, -3.61817], [-2.32751, 0.57963, -2.44019], [-3.00538, 1.85772, -2.59456], [-2.55958, 2.91243, -1.60547], [-3.29089, 4.09339, -1.49711], [-2.82901, 5.09834, -0.66867], [-1.62806, 4.90622, -0.00202], [-0.98441, 3.69031, -0.15057], [-1.44995, 2.70552, -0.90856], [-0.14106, 1.52421, -5.13987], [2.75536, 3.20723, -4.55117], [-1.25826, -0.88511, -3.42270], [-2.22851, 0.12595, -4.51732], [-2.99455, -0.14125, -2.18002], [-4.09260, 1.74507, -2.50146], [-2.79474, 2.26104, -3.59605], [-4.20477, 4.21748, -2.05936], [-3.38364, 6.01935, -0.56153], [-1.20283, 5.68025, 0.61791], [-0.04331, 3.50011, 0.34607], [-0.82036, 1.30515, -5.95379], [-2.85925, 1.16864, 1.59453], [-3.64648, -0.25932, 2.13173], [-4.23738, -0.20092, 3.40411], [-4.70325, -0.12393, 4.45329], [-3.75530, -1.42485, 1.38549], [-3.12180, -1.62581, -0.19030], [-4.45146, -2.53283, 1.89263], [-4.99313, -3.47761, 2.26447], [6.17962, -5.42406, 5.05188], [5.42673, -4.76573, 4.48887], [4.49744, -3.96953, 3.78499], [3.13644, -4.27676, 3.84458], [2.23186, -3.51296, 3.13845], [2.65540, -2.42285, 2.38032], [4.01249, -2.11355, 2.33562], [4.93127, -2.88640, 3.01820], [1.64328, -1.63803, 1.63580], [1.04109, -2.30104, 0.56398], [1.43525, -3.57612, 0.05890], [0.60868, -3.85772, -0.99921], [-0.26302, -2.75582, -1.10428], [-0.01156, -1.83447, -0.18880], [1.36896, -0.35708, 2.11368], [2.00989, 0.25253, 3.23394], [1.43092, 1.48393, 3.39971], [0.44956, 1.58256, 2.39101], [0.40873, 0.50432, 1.62555], [2.80175, -5.11629, 4.43644], [1.17997, -3.75213, 3.16834], [4.34591, -1.27138, 1.74834], [5.98777, -2.66387, 2.96384], [2.24759, -4.17274, 0.42777], [0.60625, -4.73350, -1.62316], [-1.07962, -2.63594, -1.79682], [2.78484, -0.18939, 3.83191], [1.66099, 2.23110, 4.13920], [-0.24201, 2.39270, 2.24137]]
}

***

# 4
{
  "formula": "C23H32N5O2SSeW",
  "method": "the ωB97M-V functional and the def2-TZVPD basis",
  "homo_energy_ev": -9.21,
  "max_force_ev_per_a": 9.24,
  "charge": 1,
  "orbital_gap_ev": 6.405,
  "e_tot_ha": -4185.9844,
  "elements": ["W", "N", "C", "C", "N", "C", "C", "N", "C", "C", "N", "H", "H", "H", "H", "H", "H", "H", "H", "H", "H", "H", "H", "H", "H", "H", "H", "H", "H", "O", "S", "C", "C", "C", "C", "C", "C", "C", "C", "C", "C", "C", "C", "H", "H", "H", "H", "H", "H", "H", "H", "H", "H", "O", "Se", "C", "C", "C", "N", "C", "C", "H", "H", "H", "H"],
  "coordinates": [[1.14902, 0.82014, 0.29152], [1.16223, 0.71926, -1.77181], [2.55609, 0.86306, -2.17684], [3.50761, 0.64188, -0.97913], [3.09608, 1.39677, 0.20139], [3.70266, 0.93829, 1.45176], [2.72457, 0.04101, 2.22176], [1.39810, 0.63030, 2.31203], [3.16857, 2.85368, 0.04724], [1.98110, 3.50819, 0.77295], [0.73761, 2.85610, 0.37277], [0.84160, -0.24493, -2.01834], [0.54019, 1.42784, -2.22296], [2.70475, 1.85593, -2.61296], [2.78733, 0.14368, -2.97054], [4.53522, 0.89246, -1.26914], [3.49197, -0.43090, -0.74581], [3.95265, 1.78333, 2.10737], [4.64778, 0.40956, 1.27683], [3.11234, -0.15472, 3.22702], [2.64156, -0.92458, 1.71005], [1.35584, 1.54041, 2.81985], [0.72006, -0.05912, 2.70904], [3.11023, 3.15832, -1.00302], [4.12086, 3.25755, 0.41331], [1.93468, 4.57637, 0.53545], [2.10816, 3.42645, 1.85720], [0.47894, 3.18323, -0.58590], [-0.03835, 3.06467, 1.04134], [-0.91222, 0.38578, -0.70714], [-0.15945, -0.91082, -0.80247], [-1.29990, -2.17784, -0.18511], [-0.79215, -3.40362, 0.26294], [-1.65674, -4.38673, 0.74866], [-3.02966, -4.14753, 0.79549], [-3.54048, -2.92493, 0.36206], [-2.67808, -1.94047, -0.12307], [-0.31998, -1.43992, -2.53076], [-1.19397, -0.78422, -3.40614], [-1.29826, -1.19423, -4.73643], [-0.52446, -2.25640, -5.20147], [0.35735, -2.90694, -4.33967], [0.46370, -2.49809, -3.00853], [0.27600, -3.60213, 0.24077], [-1.26034, -5.33820, 1.09404], [-3.70261, -4.91265, 1.17472], [-4.60994, -2.73488, 0.40423], [-3.08496, -0.98665, -0.45228], [-1.79815, 0.05003, -3.05548], [-1.98176, -0.68193, -5.40889], [-0.60641, -2.57419, -6.23794], [0.96395, -3.73155, -4.70582], [1.16126, -3.01145, -2.35236], [2.38033, -0.39553, 0.19123], [-1.02476, 1.11846, 1.61277], [-2.64894, 1.35120, 2.60807], [-2.81105, 0.71977, 3.84455], [-4.00127, 0.90184, 4.55387], [-4.98724, 1.68624, 4.04109], [-4.84998, 2.30964, 2.83986], [-3.67499, 2.15281, 2.09978], [-2.02590, 0.09579, 4.25177], [-4.14105, 0.41959, 5.51209], [-5.65260, 2.92702, 2.45927], [-3.56473, 2.64851, 1.14387]]
}

***

# 5
{
  "formula": "C6H10BrCl",
  "method": "the ωB97M-V functional and the def2-TZVPD basis",
  "homo_energy_ev": [-8.54, -8.27],
  "max_force_ev_per_a": 5.14,
  "orbital_gap_ev": [7.760, 8.181],
  "e_tot_ha": -3268.6208,
  "elements": ["C", "C", "C", "C", "C", "C", "Cl", "Br", "H", "H", "H", "H", "H", "H", "H", "H", "H", "H"],
  "coordinates": [[-0.54143, 1.02979, -0.13127], [-0.92726, 1.85528, -2.04366], [0.35136, 0.00957, 1.85461], [-0.74928, -1.37033, 0.04939], [1.52840, -0.38429, -0.32974], [0.16264, -0.15941, 0.33483], [-2.33938, 2.74909, -2.03025], [-0.77870, 0.51835, -3.36629], [-0.55804, 1.92544, 0.47615], [-0.59281, 0.26526, 2.33083], [0.71400, -0.91442, 2.29659], [1.06783, 0.79941, 2.06342], [-0.79739, -1.56316, -1.01799], [-1.75705, -1.17154, 0.41090], [-0.36562, -2.25246, 0.55554], [2.18571, 0.46281, -0.15075], [1.98074, -1.27663, 0.09814], [1.41628, -0.52274, -1.40047]]
}

***

# 6
{
  "formula": "C26H40BN9O7PSY",
  "method": "the ωB97M-V functional and the def2-TZVPD basis",
  "homo_energy_ev": -8.01,
  "max_force_ev_per_a": 2.21,
  "orbital_gap_ev": 7.606,
  "e_tot_ha": -2837.2596,
  "elements": ["Y", "O", "C", "O", "C", "C", "C", "C", "C", "N", "C", "O", "O", "H", "H", "H", "H", "H", "B", "N", "C", "C", "C", "N", "N", "C", "C", "C", "N", "H", "H", "H", "H", "H", "H", "H", "H", "O", "P", "N", "C", "C", "C", "C", "N", "C", "C", "C", "C", "N", "C", "C", "C", "C", "H", "H", "H", "H", "H", "H", "H", "H", "H", "H", "H", "H", "H", "H", "H", "H", "H", "H", "H", "H", "H", "H", "H", "H", "C", "O", "H", "H", "H", "O", "S", "N"],
  "coordinates": [[0.04250, -0.35126, -0.19217], [1.20047, 4.07988, 1.48542], [0.63579, 2.89822, 1.17506], [0.93820, 2.25381, 0.21395], [-0.43080, 2.50418, 2.14752], [-1.03489, 3.42208, 2.98804], [-2.08015, 2.98857, 3.78606], [-2.46908, 1.66536, 3.70072], [-1.78430, 0.82634, 2.83106], [-0.79062, 1.23414, 2.07353], [-2.10667, -0.62337, 2.58640], [-3.13051, -1.18257, 3.23976], [-1.46275, -1.28366, 1.82104], [1.87064, 4.24356, 0.80444], [-0.69184, 4.44705, 3.00970], [-2.58690, 3.67250, 4.45358], [-3.29502, 1.31509, 4.30810], [-3.56013, -0.54546, 3.82173], [-0.38896, -2.21017, -3.14410], [-1.56952, -2.56526, -2.21027], [-2.54569, -3.45839, -2.38915], [-3.41325, -3.38160, -1.31342], [-2.86310, -2.38683, -0.50579], [-1.75124, -1.88685, -1.05063], [0.94132, -2.63695, -2.45689], [1.79592, -3.60544, -2.80645], [2.85985, -3.59717, -1.92225], [2.54510, -2.57342, -1.02882], [1.38712, -1.99623, -1.34716], [-0.50651, -2.82455, -4.18562], [-0.37607, -1.00603, -3.28252], [-2.55928, -4.08184, -3.26938], [-4.30662, -3.95727, -1.13707], [-3.23144, -2.01517, 0.43508], [1.59502, -4.22759, -3.66579], [3.72570, -4.23946, -1.91883], [3.11408, -2.22610, -0.18343], [1.30231, 0.76752, -2.00688], [1.23164, 1.50814, -3.30124], [1.70485, 0.62969, -4.61372], [2.84551, -0.30666, -4.38015], [2.60870, -1.44018, -5.37202], [1.88235, -0.74923, -6.51843], [0.92565, 0.19245, -5.79652], [2.30506, 2.76857, -3.11652], [3.40975, 2.71800, -2.14302], [4.66210, 2.78652, -3.00900], [4.25038, 3.75390, -4.12616], [2.73001, 3.53510, -4.30149], [-0.24864, 2.16269, -3.60252], [-0.81950, 2.58228, -4.90387], [-1.93169, 3.55074, -4.52227], [-1.38256, 4.23667, -3.27690], [-0.73404, 3.08615, -2.52094], [2.87185, -0.64873, -3.34518], [3.79220, 0.19532, -4.60129], [1.95579, -2.18979, -4.93087], [3.54232, -1.91856, -5.67006], [1.34971, -1.44003, -7.17270], [2.58837, -0.17276, -7.12409], [0.01730, -0.33874, -5.49907], [0.65486, 1.02984, -6.42858], [3.32917, 1.83137, -1.52235], [3.36943, 3.59441, -1.48407], [4.88761, 1.79755, -3.41341], [5.53531, 3.13604, -2.45604], [4.79259, 3.58274, -5.05575], [4.44675, 4.78174, -3.81569], [2.50941, 2.97078, -5.21028], [2.20234, 4.48993, -4.36632], [-1.20583, 1.73237, -5.45597], [-0.08108, 3.09474, -5.52871], [-2.83711, 2.99373, -4.27038], [-2.16258, 4.23626, -5.33701], [-2.15444, 4.72719, -2.68343], [-0.63684, 4.98585, -3.55801], [-1.43840, 2.55490, -1.88102], [0.09875, 3.41526, -1.90009], [-3.07965, 0.99735, -0.37712], [-1.69974, 1.04687, -0.33349], [-3.52493, 1.99682, -0.49936], [-3.53944, 0.58699, 0.54674], [-3.47194, 0.36945, -1.19042], [0.91032, -2.52190, 1.55704], [1.73353, -1.43528, 2.11899], [1.67153, -0.14770, 1.40610]]
}

***

# 7
{
  "formula": "C2H4O3P",
  "method": "the ωB97M-V functional and the def2-TZVPD basis",
  "homo_energy_ev": [-1.45, -5.38],
  "multiplicity": 3,
  "s2": 2.01,
  "max_force_ev_per_a": 4.23,
  "charge": -1,
  "orbital_gap_ev": [5.750, 7.495],
  "e_tot_ha": -645.6514,
  "elements": ["C", "C", "O", "O", "O", "P", "H", "H", "H", "H"],
  "coordinates": [[0.55592, 0.55224, -0.18633], [-0.81334, 0.77944, -0.79469], [-0.15989, -0.77839, 1.92755], [0.03907, -2.21964, -0.11402], [1.30287, 1.49922, -0.06149], [0.59162, -1.12957, 0.73198], [1.92981, -1.60083, 1.31202], [-0.75015, 1.61173, -1.61480], [-1.28277, 1.27579, -0.01053], [-1.41315, 0.01000, -1.18971]]
}

***

# 8
{
  "formula": "C4H8N2O",
  "method": "the ωB97M-V functional and the def2-TZVPD basis",
  "homo_energy_ev": -9.53,
  "max_force_ev_per_a": 1.93,
  "orbital_gap_ev": 10.188,
  "e_tot_ha": -341.8722,
  "elements": ["N", "C", "C", "N", "C", "C", "O", "H", "H", "H", "H", "H", "H", "H", "H"],
  "coordinates": [[-0.39064, -1.78886, 2.29182], [-0.01577, -1.08777, 1.45113], [0.41557, -0.79049, 0.08448], [0.11436, -2.41500, -0.26020], [-0.40374, 0.33509, -0.62790], [-0.41164, 1.79785, -0.09474], [0.88648, 2.36137, -0.16039], [1.47440, -0.44687, 0.09814], [0.03006, -2.99667, -1.11196], [0.85262, -2.87412, 0.26599], [-1.44343, 0.00539, -0.65072], [-0.03485, 0.40386, -1.65471], [-0.82153, 1.85717, 0.92562], [-1.10240, 2.37501, -0.74368], [0.85051, 3.26405, 0.18712]]
}